ORCA calculation (ωB97M-V/def2-TZVPD) on C16H22FeNO5 as an isolated structure at a distorted geometry.

Structure (ORCA input):
```
! wB97M-V def2-TZVPD RIJCOSX def2/J DEFGRID3
* xyz 1 5
C -3.14 0.56 1.60
O -2.20 0.17 0.57
C -0.93 -0.15 0.85
C 0.00 -0.28 -0.23
C 0.89 -1.36 -0.13
C 0.66 -2.36 0.90
C 0.30 -1.75 2.15
C -0.37 -0.49 2.15
Fe 0.92 0.86 1.18
C 2.22 1.08 0.01
O 3.09 1.31 -0.72
C 1.99 1.22 2.54
O 2.82 1.57 3.27
C 0.32 2.48 1.05
O 0.26 3.64 0.92
H -3.62 1.47 1.24
H -3.89 -0.23 1.67
H -2.67 0.72 2.58
H -0.18 0.28 -1.16
H -0.52 -3.14 0.29
H 1.65 -1.53 -0.91
H 1.23 -3.31 0.93
H 0.58 -2.19 3.12
H -0.82 -0.07 3.07
C -1.20 -1.20 -3.54
O -1.05 -2.08 -2.43
C -0.87 -3.43 -2.81
C -0.72 -4.27 -1.54
C -1.44 -5.61 -1.56
C -1.99 -5.83 -0.14
C -2.16 -4.45 0.51
N -1.29 -3.53 -0.33
H -1.16 -0.19 -3.11
H -0.38 -1.31 -4.27
H -2.16 -1.37 -4.05
H -1.72 -3.79 -3.43
H 0.06 -3.54 -3.40
H 0.37 -4.40 -1.35
H -2.25 -5.58 -2.31
H -0.73 -6.38 -1.90
H -2.94 -6.36 -0.15
H -1.29 -6.43 0.45
H -3.19 -4.08 0.43
H -1.85 -4.38 1.57
H -1.79 -2.69 -0.66
*
```

Summary:
energy = -2317.06281 Eh
largest force on an atom = 8.528 eV/Å
frontier orbital gap (spin up / spin down) = 5.70 / 6.36 eV
relative energy (zero: lowest compared OMol25 entry of this formula, charge and spin) = 0.0 kcal per mole
LUMO (spin up / spin down) = -2.271 / -5.046 eV

Atom charges from the Mulliken analysis, given in e for atoms 1 to 2: C -0.7414; O -0.4162

---

ORCA calculation (ωB97M-V/def2-TZVPD) on C16H22MoN3O3S3SbSi as an isolated structure.

Structure (ORCA input):
```
! wB97M-V def2-TZVPD RIJCOSX def2/J DEFGRID3
* xyz 1 2
Mo -0.66 0.76 0.48
S 2.30 -1.90 2.55
Sb 1.94 0.44 2.19
S 1.61 0.57 -0.20
S -0.50 0.67 2.73
N -0.25 8.02 1.23
C 0.46 7.20 0.42
O 1.30 7.59 -0.35
C 0.13 5.72 0.50
C 0.55 4.93 -0.56
C 0.31 3.57 -0.53
N -0.33 2.97 0.49
C -0.74 3.74 1.51
C -0.52 5.11 1.55
H -0.06 9.01 1.17
H -1.04 7.71 1.77
H 1.09 5.38 -1.38
H 0.64 2.94 -1.33
H -1.23 3.23 2.32
H -0.85 5.65 2.43
N 1.17 -3.57 -0.26
C -0.26 -3.76 -0.31
C -1.00 -2.46 -0.12
O -2.23 -2.49 -0.57
O -0.49 -1.47 0.40
H 1.65 -4.46 -0.20
H 1.65 -2.33 1.44
H 1.51 -3.08 -1.08
H -0.58 -4.40 0.52
H -0.65 -4.22 -1.22
C -3.76 -1.51 1.67
Si -3.40 -1.32 -0.14
C -4.81 -1.70 -1.29
C -2.68 0.37 -0.50
C -2.09 0.73 -1.75
C -2.10 2.03 -2.21
C -2.73 3.06 -1.48
C -3.19 2.77 -0.22
C -3.08 1.47 0.30
H -4.59 -0.88 1.98
H -2.89 -1.27 2.29
H -4.05 -2.55 1.88
H -5.54 -0.89 -1.28
H -5.32 -2.62 -0.99
H -4.46 -1.82 -2.32
H -1.70 -0.05 -2.40
H -1.67 2.25 -3.18
H -2.80 4.05 -1.90
H -3.64 3.55 0.38
H -3.52 1.28 1.28
*
```

Summary:
energy = -2805.36553 Eh
largest force on an atom = 0.378 eV/Å
frontier orbital gap (spin up / spin down) = 6.50 / 6.43 eV
relative energy (zero: lowest compared OMol25 entry of this formula, charge and spin) = 3.8 kcal per mole
LUMO (spin up / spin down) = -4.098 / -3.545 eV

Atom charges from the Mulliken analysis, given in e for atoms 1 to 2: Mo 0.2960; S -0.3936

---

ORCA calculation (ωB97M-V/def2-TZVPD) on a 2-piece molecular cluster, C16H22N2O2 overall at a distorted geometry.

Structure (ORCA input):
```
! wB97M-V def2-TZVPD RIJCOSX def2/J DEFGRID3
* xyz 0 1
C -3.48 -1.44 2.81
C -4.29 -0.37 2.07
C -3.28 0.71 1.63
N -1.96 0.08 1.75
C -0.86 0.72 1.38
C 0.45 0.17 1.66
C 0.79 -1.15 1.27
C 2.04 -1.67 1.57
C 2.99 -0.89 2.23
C 2.68 0.42 2.61
C 1.42 0.95 2.34
C -2.00 -1.20 2.45
H -3.61 -1.36 3.89
H -3.78 -2.45 2.51
H -4.76 -0.80 1.19
H -5.07 0.06 2.70
H -3.46 1.05 0.60
H -3.34 1.60 2.28
H -1.03 1.79 1.22
H 0.05 -1.74 0.72
H 2.27 -2.70 1.28
H 3.97 -1.30 2.46
H 3.42 1.04 3.13
H 1.15 1.97 2.63
H -1.37 -1.21 3.35
H -1.65 -2.01 1.81
O 1.37 4.29 0.70
C 0.22 3.84 0.63
C -0.11 3.37 -0.84
C 0.59 4.18 -1.97
C 1.34 3.13 -2.81
C 1.25 1.81 -2.01
N 0.35 2.07 -0.93
O -0.71 3.64 1.45
H -1.20 3.44 -0.96
H -0.17 4.70 -2.56
H 1.30 4.90 -1.54
H 0.84 3.01 -3.78
H 2.38 3.43 -2.98
H 0.89 0.99 -2.65
H 2.26 1.53 -1.66
H 0.10 1.31 -0.32
*
```

Summary:
energy = -882.78112 Eh
largest force on an atom = 3.511 eV/Å
frontier orbital gap = 5.00 eV
relative energy (zero: lowest compared OMol25 entry of this formula, charge and spin) = 103.3 kcal per mole
LUMO = -1.390 eV

Atom charges from the Mulliken analysis, given in e for atoms 1 to 2: C -0.5930; C -0.5606

---

ORCA calculation (ωB97M-V/def2-TZVPD) on a single C16H22N2O5 molecule.

Structure (ORCA input):
```
! wB97M-V def2-TZVPD RIJCOSX def2/J DEFGRID3
* xyz 0 1
C -2.32 -3.11 1.49
O -2.49 -1.75 1.82
C -1.81 -0.86 0.98
C -2.55 -0.60 -0.34
N -1.85 0.33 -1.21
C -2.20 1.74 -1.12
C -1.27 2.54 -0.19
O -1.44 2.28 1.18
C -2.56 2.90 1.77
C -0.84 0.01 -2.05
O -0.30 0.86 -2.74
C -0.40 -1.44 -2.16
C 1.13 -1.50 -2.06
N 1.58 -1.14 -0.74
C 1.55 -2.02 0.33
O 1.19 -3.16 0.30
O 1.97 -1.36 1.44
C 2.24 -0.07 1.09
C 2.68 0.97 1.88
C 2.87 2.19 1.25
C 2.63 2.36 -0.10
C 2.18 1.31 -0.90
C 1.99 0.09 -0.28
H -2.73 -3.68 2.32
H -1.26 -3.36 1.37
H -2.85 -3.39 0.57
H -1.71 0.08 1.54
H -0.80 -1.23 0.77
H -2.72 -1.54 -0.87
H -3.53 -0.18 -0.11
H -2.09 2.16 -2.13
H -3.24 1.83 -0.81
H -1.42 3.61 -0.39
H -0.24 2.28 -0.41
H -2.51 2.69 2.83
H -3.51 2.51 1.37
H -2.54 3.99 1.61
H -0.82 -2.09 -1.40
H -0.69 -1.80 -3.15
H 1.47 -2.52 -2.26
H 1.58 -0.81 -2.77
H 2.86 0.83 2.93
H 3.21 3.03 1.84
H 2.78 3.33 -0.55
H 1.97 1.46 -1.95
*
```

Summary:
energy = -1108.61647 Eh
largest force on an atom = 0.940 eV/Å
frontier orbital gap = 9.25 eV
SMILES = COCCN(CCOC)C(=O)CCn1c(=O)oc2ccccc21
relative energy (zero: lowest compared OMol25 entry of this formula, charge and spin) = 38.6 kcal per mole
LUMO = 0.793 eV

Atom charges from the Mulliken analysis, given in e for atoms 1 to 2: C -0.5674; O -0.5042

---

ORCA calculation (ωB97M-V/def2-TZVPD) on C16H22N2OS2 as an isolated structure at a distorted geometry.

Structure (ORCA input):
```
! wB97M-V def2-TZVPD RIJCOSX def2/J DEFGRID3
* xyz 0 1
C -1.44 -2.68 1.80
H -1.89 -2.40 2.60
H -0.52 -3.25 2.00
C -0.87 -1.50 0.97
H -0.31 -1.99 -0.01
H -0.30 -1.03 1.73
C -2.06 -0.58 0.66
N -1.23 0.64 -0.26
C -1.78 1.78 -0.77
O -2.86 1.98 -0.74
C -0.69 2.88 -1.17
C 0.04 3.39 -0.12
C 1.55 3.60 -0.55
H 1.65 4.95 -0.35
H 1.78 3.43 -1.57
S 2.78 3.12 0.79
C 2.86 1.31 0.29
N 1.98 0.89 -0.53
C 2.36 -0.29 -0.82
C 1.53 -1.21 -1.49
C 1.86 -2.59 -1.72
C 2.80 -2.99 -0.66
C 3.62 -2.14 0.09
C 3.22 -0.86 0.23
S 3.98 0.55 0.77
H 4.50 -2.61 0.65
H 3.18 -4.32 -0.86
H 1.42 -3.10 -2.32
H 0.70 -0.90 -2.13
H 0.28 2.51 0.84
H -0.42 4.24 0.35
H -1.12 3.43 -1.93
H 0.09 2.13 -1.79
H -0.23 0.37 -0.22
C -2.94 -1.15 -0.54
H -3.50 -1.63 -0.05
H -2.30 -1.54 -1.51
H -3.53 -0.28 -0.70
C -2.80 0.17 1.67
H -3.53 1.06 1.37
H -2.04 0.45 2.58
H -3.56 -0.56 2.33
H -2.25 -3.29 1.10
*
```

Summary:
energy = -1603.52694 Eh
largest force on an atom = 16.735 eV/Å
frontier orbital gap = 8.64 eV
relative energy (zero: lowest compared OMol25 entry of this formula, charge and spin) = 337.6 kcal per mole
LUMO = 0.194 eV

Atom charges from the Mulliken analysis, given in e for atoms 1 to 2: C -1.6398; H 0.5462

---

ORCA calculation (ωB97M-V/def2-TZVPD) on a single C16H22N4O4 molecule at a distorted geometry.

Structure (ORCA input):
```
! wB97M-V def2-TZVPD RIJCOSX def2/J DEFGRID3
* xyz 0 1
C -4.22 -1.96 0.10
N -2.71 -1.80 0.10
C -1.81 -2.61 -0.38
O -2.13 -3.67 -0.84
C -0.25 -2.15 -0.44
C 0.13 -1.93 -1.90
C 1.59 -1.59 -2.27
N 1.82 -1.43 -3.58
O 2.47 -1.37 -1.39
N 0.23 -1.10 0.50
C -0.13 0.13 0.55
O -1.08 0.52 -0.07
C 0.65 1.11 1.36
C 2.19 1.34 1.08
C 2.90 2.43 1.83
C 3.50 2.19 3.08
C 4.37 3.22 3.59
C 4.41 4.46 2.91
C 3.87 4.66 1.63
C 3.19 3.57 1.08
N 0.08 2.45 1.36
C -0.92 2.89 1.97
C -1.78 2.05 2.91
O -1.11 4.02 1.84
H -4.55 -1.75 -0.87
H -4.81 -1.15 0.70
H -4.57 -2.92 0.41
H -2.40 -0.82 0.25
H 0.21 -3.11 -0.17
H -0.37 -1.02 -2.28
H -0.09 -2.82 -2.54
H 2.71 -1.06 -3.89
H 1.08 -1.57 -4.27
H 1.13 -1.22 0.84
H 0.48 0.79 2.36
H 2.53 1.40 0.19
H 2.64 0.40 1.38
H 3.28 1.25 3.59
H 4.97 2.98 4.47
H 5.04 5.31 3.27
H 3.94 5.68 1.22
H 2.78 3.69 0.08
H 0.35 3.16 0.78
H -2.75 2.52 2.81
H -1.44 2.28 3.87
H -1.67 1.03 2.73
*
```

Summary:
energy = -1142.84035 Eh
largest force on an atom = 7.783 eV/Å
frontier orbital gap = 9.71 eV
SMILES = CNC(=O)[C@@H](CC(N)=O)NC(=O)[C@@H](Cc1ccccc1)NC(C)=O
relative energy (zero: lowest compared OMol25 entry of this formula, charge and spin) = 76.8 kcal per mole
LUMO = 0.504 eV

Atom charges from the Mulliken analysis, given in e for atoms 1 to 2: C -0.9310; N -0.0727

---

ORCA calculation (ωB97M-V/def2-TZVPD) on a single C16H22O5 molecule.

Structure (ORCA input):
```
! wB97M-V def2-TZVPD RIJCOSX def2/J DEFGRID3
* xyz 0 1
C 4.05 2.86 0.02
C 2.54 3.02 0.05
O 1.91 1.82 0.50
C 1.73 0.85 -0.39
O 1.99 0.93 -1.56
C 1.14 -0.39 0.27
C -0.05 -0.94 -0.53
C -1.25 0.00 -0.55
C -1.87 0.21 0.84
O -3.09 0.92 0.79
C -4.23 0.28 0.38
C -5.36 1.09 0.29
C -6.57 0.56 -0.10
C -6.68 -0.79 -0.40
C -5.56 -1.59 -0.32
C -4.33 -1.07 0.07
C 2.24 -1.44 0.37
O 2.08 -2.62 0.23
O 3.40 -0.86 0.67
C 4.55 -1.70 0.77
C 5.14 -1.99 -0.60
H 4.42 2.58 1.00
H 4.51 3.80 -0.27
H 4.33 2.09 -0.69
H 2.23 3.79 0.75
H 2.17 3.26 -0.96
H 0.84 -0.13 1.29
H -0.33 -1.91 -0.12
H 0.29 -1.10 -1.56
H -2.01 -0.41 -1.21
H -0.96 0.98 -0.95
H -1.23 0.84 1.46
H -2.00 -0.76 1.35
H -5.26 2.14 0.53
H -7.44 1.20 -0.16
H -7.63 -1.20 -0.71
H -5.63 -2.64 -0.55
H -3.48 -1.73 0.12
H 5.25 -1.15 1.40
H 4.26 -2.64 1.26
H 4.44 -2.55 -1.20
H 5.37 -1.06 -1.11
H 6.06 -2.57 -0.49
*
```

Summary:
energy = -999.10391 Eh
largest force on an atom = 0.557 eV/Å
frontier orbital gap = 9.23 eV
SMILES = CCOC(=O)C(CCCOc1ccccc1)C(=O)OCC
relative energy (zero: lowest compared OMol25 entry of this formula, charge and spin) = 12.7 kcal per mole
LUMO = 0.764 eV

Atom charges from the Mulliken analysis, given in e for atoms 1 to 2: C -1.0598; C -0.2687

---

ORCA calculation (ωB97M-V/def2-TZVPD) on C16H23AsBClF4IrNOS2 as an isolated structure at a distorted geometry.

Structure (ORCA input):
```
! wB97M-V def2-TZVPD RIJCOSX def2/J DEFGRID3
* xyz 2 5
Ir 0.49 0.79 -0.85
F -2.60 3.87 -1.48
B -2.28 3.67 -0.23
F -0.26 2.53 -0.83
F -2.71 2.61 0.41
F -1.59 4.58 0.42
C -2.70 -4.36 3.18
C -1.59 -3.72 2.41
C -1.85 -3.37 0.97
C -0.61 -3.07 0.21
C 0.54 -2.74 0.87
C 0.68 -2.87 2.26
C -0.39 -3.43 2.98
S 1.94 -2.04 -0.03
C 2.35 -3.40 -1.15
O 1.26 -1.04 -0.99
H -3.36 -4.93 2.52
H -3.31 -3.61 3.69
H -2.31 -5.01 3.95
H -2.41 -4.17 0.47
H -0.67 -3.04 -0.87
H 1.60 -2.60 2.75
H -0.23 -3.65 4.03
H 1.47 -3.78 -1.65
H 2.82 -4.18 -0.54
H 3.07 -3.03 -1.88
Cl -3.94 -2.42 -1.55
C -2.90 -1.60 -0.49
C -2.81 -2.07 0.92
C -2.21 -1.01 1.78
C -1.45 -0.04 1.24
N -1.29 0.11 -0.11
C -2.10 -0.59 -0.94
H -3.78 -2.39 1.30
H -2.35 -1.08 2.84
H -0.95 0.70 1.86
H -2.12 -0.29 -1.98
C 4.11 4.55 -0.68
As 2.59 3.86 -1.67
C 1.09 5.03 -1.36
C 3.07 3.91 -3.56
S 2.61 1.74 -1.12
H 4.34 5.56 -1.02
H 4.97 3.91 -0.84
H 3.87 4.58 0.38
H 1.44 6.04 -1.57
H 0.76 4.96 -0.33
H 0.26 4.77 -2.02
H 3.35 4.93 -3.82
H 2.22 3.60 -4.17
H 3.91 3.24 -3.73
*
```

Summary:
energy = -4773.97372 Eh
largest force on an atom = 1.718 eV/Å
frontier orbital gap (spin up / spin down) = 6.95 / 6.46 eV
relative energy (zero: lowest compared OMol25 entry of this formula, charge and spin) = 4.5 kcal per mole
LUMO (spin up / spin down) = -5.953 / -8.617 eV

Atom charges from the Mulliken analysis, given in e for atoms 1 to 2: Ir 0.8949; F -0.2223

---

ORCA calculation (ωB97M-V/def2-TZVPD) on C16H23BF14HfN2O10S3 as an isolated structure at a distorted geometry.

Structure (ORCA input):
```
! wB97M-V def2-TZVPD RIJCOSX def2/J DEFGRID3
* xyz -2 3
Hf 0.21 -3.46 -1.35
C 1.80 -0.74 -5.03
F 2.40 -0.58 -6.25
F 2.08 0.27 -4.20
F 0.48 -0.76 -5.17
S 2.40 -2.45 -4.12
O 2.36 -3.47 -5.16
O 3.75 -2.25 -3.66
O 1.41 -2.68 -3.09
C -3.53 -3.10 -3.75
F -3.87 -4.15 -4.53
F -4.14 -2.04 -4.39
F -3.99 -3.21 -2.47
S -1.60 -2.90 -3.81
O -1.08 -2.03 -2.75
O -1.07 -4.16 -3.36
O -1.31 -2.60 -5.22
C 2.30 -5.21 2.82
F 2.87 -6.33 3.36
F 1.81 -4.54 3.85
F 3.30 -4.50 2.28
S 1.00 -5.61 1.56
O 1.14 -7.09 1.20
O -0.22 -5.40 2.26
O 1.06 -4.64 0.43
B 1.90 -1.70 -0.01
F 2.63 -2.74 -0.61
F 1.06 -1.29 -0.93
F 1.18 -2.09 1.04
F 2.82 -0.71 0.36
F -1.50 -2.85 0.02
C -2.79 3.46 -0.83
C -1.47 2.70 -0.83
C -0.59 3.55 -1.71
C 0.03 4.79 -1.14
C 0.68 4.67 0.25
C -0.33 3.90 1.18
N -0.83 2.63 0.52
O -1.45 1.70 1.46
C 0.60 3.46 2.41
C -1.21 4.96 1.85
C -1.53 1.39 -1.61
H -2.88 4.54 -0.73
H -3.54 2.95 -0.22
H -3.34 3.24 -1.74
H 0.21 2.91 -2.10
H -1.12 3.74 -2.65
H -0.83 5.45 -1.09
H 0.70 5.20 -1.89
H 1.01 5.67 0.52
H 1.51 4.00 0.02
H 1.46 2.89 2.07
H 1.04 4.29 2.96
H -0.01 2.91 3.14
H -0.58 5.75 2.25
H -2.06 5.42 1.34
H -1.77 4.52 2.67
H -0.51 1.01 -1.62
H -2.06 1.68 -2.52
H -2.09 0.75 -0.93
N 1.33 -0.95 4.02
C 0.25 -0.15 4.28
C -0.38 -0.42 5.47
C 0.34 -1.46 6.01
C 1.44 -1.69 5.13
H 1.98 -0.92 3.26
H -0.01 0.57 3.52
H -1.15 0.29 5.73
H 0.15 -1.86 6.99
H 2.10 -2.54 5.22
*
```

Summary:
energy = -4151.21124 Eh
largest force on an atom = 5.902 eV/Å
frontier orbital gap (spin up / spin down) = 5.07 / 6.96 eV
LUMO (spin up / spin down) = 3.666 / 3.364 eV

Atom charges from the Mulliken analysis, given in e for atoms 1 to 2: Hf 1.7080; C 0.5901

---

ORCA calculation (ωB97M-V/def2-TZVPD) on a 3-piece molecular cluster, C16H23BrClO13P3 overall at a distorted geometry.

Structure (ORCA input):
```
! wB97M-V def2-TZVPD RIJCOSX def2/J DEFGRID3
* xyz 0 1
O 1.48 -1.80 -0.55
C 1.24 -1.89 -1.72
C 2.30 -2.34 -2.77
C 2.29 -1.78 -4.01
Cl 3.47 -2.35 -5.23
C 1.24 -0.66 -4.33
O 1.50 0.31 -4.99
C -0.16 -0.90 -3.68
C -1.36 -0.53 -4.39
C -2.64 -0.82 -3.71
Br -4.31 -0.41 -4.62
C -2.66 -1.44 -2.38
P -4.25 -1.86 -1.50
O -5.24 -0.77 -1.49
O -3.85 -2.40 0.04
O -4.90 -3.15 -2.35
C -1.41 -1.80 -1.68
C -0.16 -1.52 -2.34
H 3.04 -3.14 -2.53
H -1.35 -0.07 -5.40
H -3.30 -3.19 -0.13
H -4.14 -3.67 -2.69
H -1.38 -2.26 -0.67
C -4.63 0.65 2.63
O -4.94 1.36 1.45
P -3.73 2.05 0.48
O -3.10 0.73 0.11
O -2.99 2.69 1.82
C -3.71 3.56 2.69
O -2.70 2.95 -0.52
C -2.50 4.34 -0.26
H -5.20 -0.28 2.63
H -3.56 0.42 2.73
H -4.96 1.23 3.49
H -3.64 3.17 3.71
H -4.76 3.64 2.41
H -3.26 4.55 2.67
H -1.79 4.46 0.56
H -3.44 4.83 -0.02
H -2.06 4.79 -1.15
C 2.87 -1.73 2.23
O 4.22 -2.06 2.48
P 5.28 -0.96 3.22
O 4.53 -0.91 4.53
O 4.78 0.26 2.22
C 4.88 0.10 0.81
O 6.56 0.00 3.79
C 7.38 0.70 2.86
H 2.24 -2.55 2.55
H 2.55 -0.81 2.72
H 2.74 -1.63 1.14
H 3.89 0.29 0.37
H 5.20 -0.90 0.52
H 5.58 0.83 0.40
H 6.87 1.60 2.51
H 7.64 0.06 2.01
H 8.29 1.01 3.37
*
```

Summary:
energy = -5659.75720 Eh
largest force on an atom = 8.647 eV/Å
frontier orbital gap = 7.25 eV
SMILES = O=C1C=C(Cl)C(=O)c2cc(Br)c(P(=O)(O)O)cc21.COP(=O)(OC)OC.COP(=O)(OC)OC
LUMO = -2.159 eV

Atom charges from the Mulliken analysis, given in e for atoms 1 to 2: O -0.5133; C 0.1229